A structure of composition C45H47BrFN10O5Sc. Source: OMol25; level of theory: ωB97M-V/def2-TZVPD.

Last column: Löwdin charge in e.
Atoms and positions in Å:
Sc  1.993  -0.850  -0.702  1.08
F  -0.656  1.597  5.230  0.08
C  -0.646  2.236  4.043  -0.19
C  -0.046  1.653  2.967  0.10
C  -0.077  2.301  1.726  -0.03
C  0.556  1.665  0.569  -0.26
O  1.145  0.563  0.736  -0.07
C  0.448  2.364  -0.658  0.00
C  -0.214  3.563  -0.690  0.07
N  -0.765  4.165  0.372  0.02
C  -1.458  5.432  0.212  -0.25
C  -0.849  6.669  0.804  -0.09
C  -0.865  6.471  -0.682  -0.07
C  -0.728  3.536  1.608  -0.10
C  -1.325  4.118  2.737  0.09
C  -1.283  3.484  3.958  -0.16
N  -1.905  4.101  5.089  -0.10
C  -3.231  3.588  5.405  -0.14
C  -3.945  4.559  6.327  -0.08
N  -3.111  4.786  7.560  0.07
C  -1.715  5.240  7.217  -0.08
C  -1.089  4.216  6.291  -0.15
C  1.029  1.890  -1.975  -0.57
O  0.824  2.554  -2.973  0.08
O  1.683  0.780  -1.937  -0.12
H  0.436  0.688  3.051  0.15
H  -0.293  4.072  -1.642  0.15
H  -2.536  5.327  0.229  0.16
H  0.103  6.558  1.304  0.12
H  -1.515  7.400  1.241  0.11
H  0.079  6.254  -1.162  0.11
H  -1.550  7.053  -1.280  0.12
H  -1.808  5.082  2.675  0.12
H  -3.188  2.590  5.871  0.14
H  -3.817  3.500  4.491  0.15
H  -4.914  4.178  6.644  0.14
H  -4.069  5.529  5.850  0.14
H  -3.054  3.915  8.093  0.19
H  -3.565  5.472  8.165  0.19
H  -1.159  5.342  8.146  0.14
H  -1.809  6.210  6.733  0.14
H  -0.981  3.262  6.825  0.13
H  -0.090  4.557  6.023  0.15
C  -6.449  -0.520  -0.376  -0.08
O  -6.209  -0.898  -1.718  -0.08
C  -5.491  -2.029  -1.934  -0.28
C  -5.405  -2.449  -3.261  0.01
C  -4.717  -3.600  -3.575  -0.03
C  -4.049  -4.315  -2.584  -0.28
C  -4.153  -3.910  -1.262  -0.01
C  -4.880  -2.775  -0.930  -0.01
N  -3.403  -5.532  -2.988  0.09
N  -2.265  -5.828  -2.610  0.08
C  -1.448  -4.924  -1.849  -0.25
C  -0.976  -5.308  -0.624  -0.02
C  -0.070  -4.517  0.115  0.02
C  0.416  -3.345  -0.408  -0.36
O  1.331  -2.565  0.167  -0.19
C  -0.058  -2.941  -1.690  -0.16
N  0.471  -1.773  -2.154  0.06
C  0.128  -1.353  -3.354  -0.08
C  -0.738  -2.083  -4.184  -0.02
C  -1.276  -3.256  -3.731  0.03
C  -0.963  -3.718  -2.433  -0.10
H  -7.081  0.363  -0.420  0.09
H  -5.516  -0.274  0.140  0.09
H  -6.969  -1.309  0.172  0.10
H  -5.919  -1.875  -4.020  0.13
H  -4.689  -3.965  -4.595  0.12
H  -3.698  -4.498  -0.477  0.12
H  -4.972  -2.495  0.109  0.10
H  -1.317  -6.249  -0.211  0.12
H  0.277  -4.851  1.084  0.12
H  0.559  -0.414  -3.679  0.12
H  -0.968  -1.706  -5.171  0.12
H  -1.929  -3.836  -4.370  0.12
Br  7.076  -1.118  4.062  0.82
C  5.702  -1.010  2.792  -0.68
C  5.317  -2.136  2.082  -0.07
C  4.305  -2.004  1.151  -0.10
N  3.675  -0.848  0.913  -0.01
C  4.053  0.224  1.615  -0.10
C  5.063  0.197  2.557  -0.08
H  5.792  -3.092  2.243  0.12
H  3.975  -2.856  0.573  0.11
H  3.522  1.146  1.410  0.12
H  5.343  1.093  3.091  0.11
C  2.821  -4.457  -4.662  -0.14
C  2.605  -4.794  -3.199  -0.14
N  2.963  -3.644  -2.376  0.11
C  3.587  -2.523  -2.794  -0.35
N  3.613  -1.489  -1.963  -0.05
C  4.548  -0.409  -2.283  -0.21
C  4.521  -0.105  -3.769  -0.14
C  4.886  -1.368  -4.527  -0.13
N  4.151  -2.523  -4.013  -0.02
C  4.155  -3.747  -4.812  -0.12
H  2.024  -3.803  -5.024  0.12
H  2.805  -5.369  -5.257  0.13
H  3.221  -5.650  -2.915  0.13
H  1.562  -5.054  -3.008  0.12
H  2.626  -3.616  -1.425  0.11
H  5.561  -0.678  -1.961  0.13
H  4.257  0.480  -1.719  0.10
H  5.224  0.687  -4.025  0.13
H  3.517  0.229  -4.039  0.12
H  5.960  -1.564  -4.448  0.13
H  4.650  -1.263  -5.586  0.13
H  4.978  -4.401  -4.506  0.14
H  4.328  -3.458  -5.847  0.13

lowest unoccupied orbital energy	-4.70	eV
frontier orbital gap	6.27	eV
multiplicity	1
E_HOMO	-10.97	eV
F_max	0.37	eV/Å
net charge	+2

---

A structure of composition C45H47Cl3InN10OP2S2. Source: OMol25; level of theory: ωB97M-V/def2-TZVPD.

Last column: Löwdin charge in e.
Atoms and positions in Å:
In  1.502  -0.398  -0.532  0.44
C  6.099  3.452  -2.209  -0.08
C  4.598  3.661  -2.085  -0.29
N  4.077  3.238  -0.793  -0.02
C  3.606  2.007  -0.490  -0.77
S  3.220  0.911  -1.796  0.70
N  3.499  1.740  0.791  0.00
N  2.995  0.485  1.037  -0.07
C  3.530  -0.192  1.983  -0.24
C  4.657  0.303  2.829  -0.01
C  3.074  -1.601  2.115  -0.20
C  3.702  -2.495  2.969  0.01
C  3.337  -3.832  2.918  -0.02
C  2.367  -4.230  2.017  -0.02
C  1.776  -3.262  1.222  -0.14
N  2.101  -1.979  1.283  0.05
H  6.447  3.753  -3.197  0.08
H  6.352  2.401  -2.064  0.07
H  6.642  4.042  -1.469  0.08
H  4.070  3.104  -2.857  0.07
H  4.342  4.715  -2.213  0.10
H  4.394  3.752  0.017  0.14
H  4.748  1.379  2.734  0.07
H  5.593  -0.154  2.497  0.11
H  4.506  0.035  3.874  0.09
H  4.474  -2.160  3.644  0.11
H  3.824  -4.553  3.561  0.12
H  2.077  -5.265  1.914  0.12
H  1.028  -3.539  0.488  0.10
Cl  2.352  -4.067  -6.992  0.68
C  2.274  -3.488  -5.358  -0.67
C  1.534  -2.360  -5.065  -0.13
C  1.489  -1.925  -3.752  -0.54
Cl  0.508  -0.524  -3.372  0.75
C  2.152  -2.558  -2.692  -0.48
O  2.105  -2.187  -1.438  -0.27
C  2.879  -3.708  -3.058  -0.57
Cl  3.704  -4.576  -1.803  0.72
C  2.947  -4.170  -4.355  -0.12
H  1.000  -1.828  -5.839  0.11
H  3.518  -5.058  -4.583  0.11
C  -5.055  0.666  4.727  -0.41
S  -5.638  1.444  3.210  0.80
C  -5.124  0.174  2.035  -0.50
C  -3.603  0.007  1.912  -0.24
C  -3.199  -0.053  0.445  -0.24
N  -1.747  -0.206  0.209  -0.44
P  -0.910  -1.669  0.313  0.99
C  -1.031  -2.164  2.054  -0.36
C  -0.644  -1.214  3.001  -0.11
C  -0.623  -1.534  4.347  -0.06
C  -0.979  -2.813  4.762  -0.07
C  -1.337  -3.769  3.825  -0.06
C  -1.354  -3.450  2.472  -0.09
C  -1.848  -2.894  -0.628  -0.34
C  -3.115  -3.357  -0.257  -0.10
C  -3.797  -4.248  -1.068  -0.06
C  -3.220  -4.694  -2.253  -0.06
C  -1.959  -4.254  -2.623  -0.05
C  -1.275  -3.358  -1.812  -0.08
P  -0.867  1.093  -0.484  0.98
C  -1.050  2.362  0.803  -0.35
C  -0.021  2.459  1.738  -0.12
C  -0.154  3.281  2.845  -0.07
C  -1.319  4.017  3.024  -0.07
C  -2.342  3.936  2.092  -0.06
C  -2.208  3.115  0.980  -0.09
C  -1.947  1.548  -1.871  -0.37
C  -2.205  2.868  -2.237  -0.11
C  -3.039  3.145  -3.308  -0.06
C  -3.610  2.108  -4.034  -0.06
C  -3.349  0.792  -3.683  -0.06
C  -2.523  0.512  -2.606  -0.13
H  -5.371  1.292  5.558  0.03
H  -3.968  0.583  4.745  0.03
H  -5.501  -0.321  4.844  0.04
H  -5.564  0.479  1.083  0.07
H  -5.600  -0.767  2.320  0.08
H  -3.276  -0.888  2.438  0.10
H  -3.104  0.857  2.384  0.09
H  -3.510  0.876  -0.034  0.10
H  -3.737  -0.851  -0.074  0.11
H  -0.380  -0.211  2.684  0.09
H  -0.332  -0.787  5.074  0.11
H  -0.970  -3.063  5.814  0.11
H  -1.608  -4.766  4.143  0.11
H  -1.617  -4.212  1.749  0.11
H  -3.565  -3.033  0.674  0.11
H  -4.777  -4.599  -0.776  0.11
H  -3.753  -5.398  -2.877  0.11
H  -1.501  -4.606  -3.537  0.11
H  -0.283  -3.030  -2.093  0.07
H  0.905  1.912  1.591  0.07
H  0.653  3.353  3.562  0.11
H  -1.427  4.657  3.890  0.11
H  -3.254  4.501  2.232  0.11
H  -3.020  3.055  0.268  0.10
H  -1.758  3.683  -1.685  0.10
H  -3.242  4.173  -3.577  0.11
H  -4.261  2.327  -4.870  0.11
H  -3.792  -0.020  -4.244  0.11
H  -2.335  -0.520  -2.335  0.09
N  1.995  5.931  -0.757  0.14
N  1.486  4.912  -1.545  -0.29
N  1.443  4.993  -2.851  0.14
C  0.984  3.782  -3.158  -0.20
N  0.767  3.031  -2.078  0.00
N  1.102  3.782  -1.042  0.09
H  1.867  6.792  -1.276  0.10
H  1.477  5.928  0.114  0.10
H  0.823  3.449  -4.168  0.12

lowest unoccupied orbital energy	-2.62	eV
frontier orbital gap	7.30	eV
multiplicity	1
E_HOMO	-9.92	eV
F_max	0.54	eV/Å
net charge	+1